Record 1
This record from the OMol25 dataset describes 3 unconnected molecules or ions with the total composition H16Si7 in a non-equilibrium geometry. The level of theory is wB97M-V/def2-TZVPD.

Cartesian coordinates (Å):
Si: 1.913272 -2.170158 -1.382454
Si: -0.376350 -3.029167 1.668871
Si: 1.024869 2.169940 -1.437438
Si: 0.193445 0.775832 2.033452
Si: -2.805456 1.947278 -0.701845
Si: 0.179650 -3.396131 -0.528296
Si: -0.517243 1.447872 0.051677
H: 3.255711 -2.907139 -1.552661
H: 1.563967 -1.524861 -2.794000
H: 2.621472 -1.006842 -0.743612
H: -1.222570 -4.118053 1.990899
H: -1.273261 -1.676894 1.380834
H: -0.222325 -2.522480 3.158770
H: 0.592184 2.220186 -2.803127
H: 2.297731 1.369045 -0.964062
H: 1.473120 3.736603 -1.234430
H: 1.669318 0.123499 2.080066
H: 0.372486 2.372404 2.335331
H: -0.622369 0.062172 2.973668
H: -3.452768 2.643494 0.385720
H: -3.844839 0.977551 -1.057643
H: -2.424110 2.824053 -1.923581
H: -0.395933 -0.318203 -0.936138

Forces on the atoms, in the same order (eV/Å):
2.23 1.94 -1.33
-0.79 3.03 1.83
2.65 2.13 1.61
2.91 1.56 0.95
1.42 0.52 -0.52
-0.52 -0.32 -0.32
-1.96 -3.23 -3.05
-1.03 -0.34 -0.12
0.10 -0.94 1.25
-0.66 -0.09 0.30
-1.00 -1.08 -0.04
0.63 -1.70 -0.34
1.01 -0.41 -1.20
-0.23 -0.55 -0.78
-1.14 0.61 -0.90
-0.60 -1.84 -0.04
-1.73 0.78 -0.28
-0.06 -1.75 0.42
-0.62 -0.08 0.42
-0.19 0.74 0.37
0.31 -0.53 -0.21
-0.53 -0.52 0.90
-0.18 2.07 1.08

Results
**Spin multiplicity**: 1
**Gap between HOMO and LUMO**: 6.68 eV
**Maximum force**: 4.85 eV/Å
**DFT total energy**: -2035.6764 hartree
**Energy relative to the best compared isomer or geometry (same formula, charge and spin)**: 5.0358 eV

Record 2
This record from the OMol25 dataset describes 8 unconnected molecules or ions with the total composition H17NO7 in a non-equilibrium geometry. The level of theory is wB97M-V/def2-TZVPD.

Cartesian coordinates (Å):
N: -1.260870 -1.373170 -1.496316
H: -1.473824 -1.499010 -0.504676
H: -2.126784 -1.346834 -2.018572
H: -0.696222 -2.151957 -1.836537
O: -0.033206 1.125923 -2.289146
H: 0.089141 0.882827 -3.206769
H: -0.478816 0.359032 -1.879030
O: 0.355868 -4.369902 -0.321872
H: -0.142766 -5.125000 -0.627862
H: 1.045810 -4.626937 0.312311
O: -1.362301 2.472635 0.453311
H: -0.971725 2.135755 -0.373196
H: -0.590749 2.550383 1.052847
O: 1.847766 1.242873 -0.295309
H: 1.720729 0.353322 0.040920
H: 1.443089 1.354676 -1.155945
O: -1.758619 -0.161078 1.107783
H: -2.630507 -0.203308 1.499799
H: -1.437673 0.727469 0.942479
O: 1.100484 -1.898639 1.426772
H: 0.878931 -2.345176 0.600735
H: 0.373609 -1.296120 1.600299
O: 1.231694 3.312085 1.303999
H: 1.805118 2.751336 0.751489
H: 1.770283 3.546945 2.070191

Forces on the atoms, in the same order (eV/Å):
0.37 -0.09 -0.03
0.05 0.15 -0.36
-0.06 -0.12 0.06
-0.29 0.15 0.20
0.03 0.39 0.21
-0.02 -0.01 -0.21
-0.09 -0.51 -0.11
0.47 0.81 0.19
0.16 -0.42 0.22
-0.59 -0.33 -0.40
0.56 -0.69 0.06
-0.11 0.50 0.14
-0.08 0.52 -0.43
0.84 0.42 0.74
-0.13 -0.19 -0.24
-0.52 -0.47 -0.48
0.56 -1.90 0.11
0.03 0.67 0.06
-0.80 0.98 0.10
0.41 0.01 -0.21
-0.20 0.04 0.09
-0.42 0.06 0.01
0.34 0.22 0.40
-0.31 -0.22 0.01
-0.20 0.01 -0.14

Results
**Spin multiplicity**: 1
**Gap between HOMO and LUMO**: 11.03 eV
**Maximum force**: 1.98 eV/Å
**DFT total energy**: -591.6484 hartree
**Energy relative to the best compared isomer or geometry (same formula, charge and spin)**: 0.1571 eV
**Structure (SMILES)**: N.O.O.O.O.O.O.O

Record 3
This record from the OMol25 dataset describes 8 unconnected molecules or ions with the total composition H17O8 in a non-equilibrium geometry. The level of theory is wB97M-V/def2-TZVPD.

Cartesian coordinates (Å):
O: -1.228560 0.408720 0.023600
H: -1.529560 -0.491280 -0.346400
H: -0.152560 0.499720 0.233600
H: -1.380560 1.174720 -0.388400
O: 0.699440 -2.136280 1.226600
H: 1.188440 -2.848280 0.701600
H: 1.300440 -1.803280 1.832600
O: 0.603440 1.341720 2.222600
H: 0.016440 1.625720 2.807600
H: 0.960440 2.217720 1.679600
O: 1.244440 -0.054280 -0.815400
H: 1.577440 -0.667280 -1.506400
H: 1.715440 -0.036280 -0.066400
O: -1.745560 -1.866280 -0.346400
H: -2.274560 -2.096280 0.408600
H: -0.810560 -2.053280 -0.148400
O: 3.054440 0.190720 1.775600
H: 3.318440 -0.627280 2.312600
H: 2.095440 0.508720 2.171600
O: -1.091560 2.427720 -1.745400
H: -1.786560 2.500720 -2.297400
H: -1.035560 3.211720 -1.183400
O: -1.624560 -0.133280 -2.612400
H: -2.006560 -1.055280 -2.566400
H: -1.107560 -0.239280 -3.373400

Forces on the atoms, in the same order (eV/Å):
4.73 -2.52 5.31
-0.08 -0.46 -0.39
-3.45 -1.25 -1.07
-1.58 4.94 -3.94
-1.16 -2.68 -3.18
-0.80 1.45 1.32
1.90 1.00 1.81
5.45 1.35 -6.79
-4.08 2.09 4.19
-1.40 -3.22 2.40
-3.19 0.00 -4.94
-0.03 0.74 1.16
3.91 -0.57 4.11
0.45 -0.17 -1.12
-0.24 -0.43 0.72
-0.24 -0.35 0.45
-2.90 -0.89 2.03
-0.50 1.92 -1.02
3.42 -1.16 -0.93
3.92 -0.31 3.77
-3.78 0.54 -2.94
-0.19 0.16 -0.60
-1.80 -1.97 1.37
0.21 1.45 0.21
1.44 0.34 -1.92

Results
**Spin multiplicity**: 1
**Gap between HOMO and LUMO**: 11.31 eV
**Maximum force**: 8.81 eV/Å
**DFT total energy**: -611.7931 hartree
**Energy relative to the best compared isomer or geometry (same formula, charge and spin)**: 3.2167 eV
**Total charge**: +1

Record 4
This record from the OMol25 dataset describes 9 unconnected molecules or ions with the total composition H17O9 in a non-equilibrium geometry. The level of theory is wB97M-V/def2-TZVPD.

Cartesian coordinates (Å):
O: 0.250749 -0.267737 0.100768
H: -0.248354 0.530786 0.050847
O: -0.084108 0.474551 2.765091
H: 0.213528 0.274534 1.928371
H: 0.475241 -0.027373 3.329511
O: 2.626261 0.673520 0.678964
H: 1.702690 0.274372 0.471887
H: 2.951992 0.848144 -0.124273
O: 2.082996 -2.300604 -0.501259
H: 1.471968 -1.796893 -0.115138
H: 1.722257 -3.141837 -0.230154
O: -0.184888 -2.659381 1.575507
H: -1.061497 -2.546965 1.826867
H: -0.098221 -1.821051 1.335854
O: -1.182291 3.089205 0.447314
H: -1.550926 3.891378 -0.009898
H: -0.196017 3.204831 0.461767
O: -1.330068 -1.547852 -1.608815
H: -0.660496 -0.913321 -1.085492
H: -1.576074 -0.880362 -2.236187
O: 0.918686 0.267710 -2.556858
H: 1.774907 -0.119021 -2.783174
H: 0.775154 0.158533 -1.589702
O: -3.298895 1.281386 -0.591841
H: -2.860534 1.298905 -1.424784
H: -2.634062 1.754541 -0.115172

Forces on the atoms, in the same order (eV/Å):
0.65 -0.34 -0.16
-0.77 0.98 0.22
-1.77 1.39 2.98
0.99 -0.82 -3.55
0.68 -0.57 0.80
-2.72 -1.14 4.49
0.89 0.38 0.23
2.11 1.01 -4.71
3.74 -3.47 -2.18
-3.80 4.18 2.15
0.18 -0.82 -0.18
1.07 -5.59 1.43
-2.89 -0.77 0.99
1.79 6.30 -2.48
0.63 1.31 -0.65
0.75 -1.16 0.67
-1.37 -0.19 -0.03
1.45 1.50 1.28
-1.24 -2.36 -0.21
-0.58 0.12 -1.05
0.18 0.55 -0.35
-0.38 -0.08 0.42
0.42 -0.41 -0.16
-0.80 -0.04 0.14
0.13 -0.47 -1.46
0.66 0.52 1.37

Results
**Spin multiplicity**: 1
**Gap between HOMO and LUMO**: 9.06 eV
**Maximum force**: 7.00 eV/Å
**DFT total energy**: -687.3753 hartree
**Energy relative to the best compared isomer or geometry (same formula, charge and spin)**: 2.0900 eV
**Total charge**: -1